Density functional theory data (the ωB97M-V functional and the def2-TZVPD basis) for a molecular structure, C31H45BrCdN2P2 at a distorted geometry.

ORCA input file:
```
! RIJCOSX wB97M-V def2-TZVPD def2/J DEFGRID3
* xyz 2 1
C 2.0821 4.0276 -0.8661
C 1.0472 3.3763 -1.5760
C 1.1743 3.1999 -2.9719
C 2.3687 3.6010 -3.5759
N 3.3700 4.1463 -2.8793
C 3.2317 4.3907 -1.5743
C -0.0778 2.8581 -0.8874
C -0.8920 2.1228 -0.2882
C -2.2249 2.0516 0.2685
C -2.7322 0.9302 0.9660
C -4.0684 0.8957 1.3393
C -4.8479 2.0138 1.0971
C -4.3638 3.1780 0.4898
C -3.0388 3.1747 0.0639
Cd -0.3822 -0.4648 0.4361
P 2.0441 -0.6128 -0.4214
H 0.3692 2.7652 -3.5602
H 1.9834 4.2396 0.1955
H 2.5045 3.4654 -4.6533
H 4.0551 4.8893 -1.0527
H -2.5982 4.0335 -0.4466
H -2.1471 0.0416 1.2960
H -4.9939 4.0442 0.3503
H -4.4980 0.0247 1.8277
C 2.7142 -2.3199 -0.1980
C 3.8786 -2.7937 -1.0652
H 1.8531 -2.9904 -0.3525
H 2.9902 -2.4060 0.8643
H 4.0866 -3.8470 -0.8345
H 3.6600 -2.7426 -2.1377
H 4.8070 -2.2431 -0.8710
C 2.2175 -0.2450 -2.2309
C 3.5818 0.1799 -2.7724
H 1.4945 0.5624 -2.4288
H 1.8589 -1.1280 -2.7846
H 3.5140 0.2948 -3.8635
H 3.9014 1.1542 -2.3809
H 4.3745 -0.5548 -2.5825
C 3.2459 0.5179 0.4067
C 4.7264 0.1396 0.4044
H 2.9072 0.5931 1.4537
H 3.1163 1.5169 -0.0395
H 5.2842 0.8821 0.9922
H 4.9128 -0.8365 0.8683
H 5.1695 0.1412 -0.5994
Br -6.6715 1.9114 1.6638
P -1.7020 -1.7243 -1.5209
C -0.6476 -2.6218 -2.7329
C -1.2247 -3.8945 -3.3423
H 0.2880 -2.8604 -2.1958
H -0.3743 -1.9131 -3.5307
H -0.4660 -4.3590 -3.9840
H -1.5006 -4.6321 -2.5801
H -2.1014 -3.7003 -3.9732
C -2.8325 -2.9439 -0.7329
C -4.1416 -3.2789 -1.4374
H -3.0569 -2.5285 0.2641
H -2.2493 -3.8622 -0.5619
H -4.7301 -3.9464 -0.7951
H -4.7566 -2.3916 -1.6254
H -3.9864 -3.8041 -2.3876
C -2.7332 -0.5293 -2.4686
C -3.1864 -0.9635 -3.8615
H -2.1278 0.3901 -2.5444
H -3.6024 -0.2690 -1.8426
H -3.7579 -0.1476 -4.3222
H -2.3392 -1.1786 -4.5238
H -3.8432 -1.8427 -3.8386
N 0.2577 1.2618 2.5310
C 0.1521 0.6950 3.8129
C 1.2831 0.1266 4.4154
C 1.1460 -0.5032 5.6564
C -0.1102 -0.6055 6.2632
C -1.2342 -0.0508 5.6422
C -1.1097 0.6000 4.4146
H 1.1826 1.5654 2.2458
H -0.4076 1.9990 2.3132
H 2.2506 0.1847 3.9203
H 2.0228 -0.9290 6.1381
H -0.2072 -1.1044 7.2284
H -2.2160 -0.1412 6.1091
H -1.9846 1.0315 3.9173
*
```

- molar mass (g mol⁻¹) = 700.0
- relative energy (zero: lowest compared OMol25 entry of this formula, charge and spin) (kJ/mol) = 0.0
- strongest force on any atom (eV/A) = 2.98
- E_LUMO (eV) = -6.7



Density functional theory data (the ωB97M-V functional and the def2-TZVPD basis) for a molecular structure, C31H45ClIrN4OSeSiTe.

ORCA input file:
```
! RIJCOSX wB97M-V def2-TZVPD def2/J DEFGRID3
* xyz 1 1
Ir -0.1537 -0.3918 -0.2269
C 1.3462 6.6926 4.1059
C 0.5036 5.8003 3.2411
C 1.0570 5.0939 2.1825
C 0.3058 4.2518 1.3724
C 1.0127 3.5619 0.2303
C -1.0624 4.1081 1.6752
Te -1.9091 2.7688 0.2384
N -1.0994 1.0783 0.8821
C -1.6107 0.2025 1.7453
O -1.1971 -0.9839 1.5313
C -2.4876 0.4902 2.8940
C -2.1401 1.5128 3.7714
C -2.9046 1.7256 4.9104
C -4.0173 0.9343 5.1568
C -4.3657 -0.0815 4.2726
C -3.5941 -0.3159 3.1474
C -3.8883 1.9268 -0.0128
C -3.6825 1.2327 -1.2114
C -4.6797 0.4472 -1.7632
C -5.9041 0.3731 -1.1263
C -6.1085 1.0802 0.0448
C -5.1248 1.8722 0.6413
C -5.4945 2.5568 1.9219
C -1.6561 4.8187 2.7179
C -3.1147 4.7554 3.0187
C -0.8543 5.6544 3.4844
H 2.3402 6.8302 3.6850
H 1.4576 6.2620 5.1025
H 0.8818 7.6719 4.2230
H 2.1150 5.1961 1.9720
H 2.0868 3.7034 0.3307
H 0.7133 3.9755 -0.7354
H 0.8518 2.4827 0.2021
H -1.2549 2.1082 3.5781
H -2.6221 2.4996 5.6121
H -4.6108 1.1006 6.0462
H -5.2307 -0.6999 4.4724
H -3.8380 -1.1194 2.4641
H -2.7349 1.2940 -1.7416
H -4.4952 -0.0801 -2.6893
H -6.7052 -0.2232 -1.5421
H -7.0734 1.0247 0.5331
H -6.5361 2.3494 2.1585
H -5.3849 3.6371 1.8488
H -4.8920 2.1894 2.7524
H -3.5373 3.8457 2.6223
H -3.6391 5.6078 2.5806
H -3.2985 4.7693 4.0928
H -1.3153 6.2079 4.2954
C 1.9063 -1.7103 -4.2603
N 1.8451 -1.9788 -2.8312
C 2.8809 -1.3354 -2.0379
C 0.7675 -2.5404 -2.2607
N 0.3517 -2.2005 -1.0497
N 0.1318 -3.5226 -2.9576
C 0.8644 -4.4926 -3.7597
C -1.2291 -3.9030 -2.6275
H 2.0923 -0.6447 -4.4039
H 0.9601 -1.9561 -4.7340
H 2.7091 -2.2745 -4.7392
H 3.8408 -1.5213 -2.5220
H 2.8928 -1.7515 -1.0347
H 2.7195 -0.2604 -1.9635
H -0.1644 -2.9502 -0.6086
H 1.9297 -4.2886 -3.7142
H 0.5406 -4.4710 -4.8018
H 0.6899 -5.4956 -3.3636
H -1.7801 -3.0402 -2.2595
H -1.2671 -4.7017 -1.8785
H -1.7193 -4.2658 -3.5308
Cl 0.0225 0.7632 -2.2387
C 2.3852 -3.2384 1.7003
Si 2.1841 -1.5928 2.5576
C 3.7969 -1.0631 3.3345
C 0.8460 -1.7001 3.8491
Se 1.8337 0.1046 1.0494
H 2.5906 -4.0141 2.4434
H 3.2175 -3.2149 0.9945
H 1.4848 -3.5224 1.1539
H 4.1385 -1.8303 4.0339
H 3.6841 -0.1293 3.8875
H 4.5757 -0.9223 2.5832
H 1.1332 -2.4263 4.6147
H -0.1068 -2.0104 3.4193
H 0.7001 -0.7329 4.3346
*
```

- molar mass (g mol⁻¹) = 952.0
- relative energy (zero: lowest compared OMol25 entry of this formula, charge and spin) (kJ/mol) = 82.1
- strongest force on any atom (eV/A) = 0.32
- E_LUMO (eV) = -3.0



Density functional theory data (the ωB97M-V functional and the def2-TZVPD basis) for a molecular structure, C31H46ClN4O9P2STi.

ORCA input file:
```
! RIJCOSX wB97M-V def2-TZVPD def2/J DEFGRID3
* xyz -1 1
Ti -0.5166 1.4430 -0.5268
N -3.3813 4.7812 0.2087
C -2.4040 3.9773 -0.3448
S -1.0448 3.5581 0.6538
N -2.5378 3.6473 -1.5843
N -1.4657 2.8898 -2.0376
C -1.2670 2.9934 -3.3043
C -0.1611 2.3903 -4.0113
C -0.0943 2.5178 -5.4017
C 0.9666 2.0162 -6.1266
C 2.0103 1.3959 -5.4332
C 1.9729 1.2667 -4.0605
C 0.8735 1.7336 -3.3068
O 0.8407 1.5568 -2.0143
H -3.4842 4.6656 1.2034
H -4.2474 4.7723 -0.3090
H -1.9620 3.6174 -3.8678
H -0.9067 3.0280 -5.9091
H 0.9983 2.1193 -7.2034
H 2.8669 1.0149 -5.9783
H 2.7868 0.7959 -3.5273
C 3.9902 0.9095 4.1273
C 3.2887 -0.1450 3.2820
C 4.2906 -1.1517 2.7317
O 2.6199 0.4501 2.1853
P 0.9179 0.5313 2.0746
O 1.0165 1.4042 0.8171
C 0.7501 -1.2945 1.9603
P 0.7379 -1.7107 0.2223
O 0.0159 -0.7214 -0.6144
O 0.2265 -3.2026 0.0458
C -1.1247 -3.7370 -0.0308
C -1.8905 -3.1396 -1.1942
C -1.8581 -3.6155 1.2919
O 2.2677 -1.9148 -0.0738
C 3.0171 -1.4919 -1.2435
C 2.2407 -1.7569 -2.5217
C 3.4320 -0.0505 -1.0502
O 0.7491 0.9965 3.6082
C 0.5591 2.3278 4.1532
C 1.3265 3.3987 3.3928
C -0.9203 2.6442 4.2787
H 4.5783 0.4378 4.9179
H 3.2684 1.5785 4.5889
H 4.6591 1.4995 3.4973
H 2.5781 -0.6708 3.9339
H 5.0281 -0.6321 2.1161
H 3.7931 -1.8912 2.1032
H 4.8138 -1.6635 3.5423
H -0.1885 -1.6148 2.4031
H 1.5769 -1.8269 2.4244
H -0.9338 -4.7941 -0.2342
H -2.1244 -2.0870 -1.0248
H -2.8256 -3.6874 -1.3233
H -1.2991 -3.2187 -2.1095
H -2.1246 -2.5811 1.5121
H -1.2516 -4.0163 2.1053
H -2.7899 -4.1804 1.2443
H 3.8975 -2.1408 -1.2158
H 1.3737 -1.1005 -2.5964
H 1.9079 -2.7963 -2.5467
H 2.8875 -1.5804 -3.3835
H 2.5643 0.6122 -1.0788
H 4.1283 0.2355 -1.8429
H 3.9207 0.0716 -0.0848
H 0.9864 2.2375 5.1583
H 0.9218 3.5415 2.3964
H 2.3788 3.1417 3.2961
H 1.2384 4.3431 3.9341
H -1.3831 2.6901 3.2963
H -1.0411 3.6137 4.7664
H -1.4307 1.8860 4.8732
Cl -5.4421 -2.4342 3.9130
C -4.0790 -1.5034 3.3032
C -2.9912 -1.2968 4.1331
C -1.9228 -0.5540 3.6118
C -1.9283 -0.0604 2.3211
O -0.8767 0.6273 1.7936
C -3.0591 -0.2765 1.4597
C -3.1277 0.1609 0.1323
O -2.1634 0.8533 -0.4567
C -4.1378 -1.0143 2.0197
H -2.9700 -1.6890 5.1389
H -1.0572 -0.3666 4.2321
H -4.0207 -0.0102 -0.4621
H -5.0118 -1.2034 1.4093
C -0.6658 -3.0785 -5.0149
C -1.9545 -2.3235 -4.6827
C -1.6715 -1.1549 -3.8507
N -1.3823 -0.2453 -3.2153
H -0.8856 -3.9439 -5.6393
H -0.1811 -3.4204 -4.1012
H 0.0326 -2.4301 -5.5425
H -2.6514 -2.9679 -4.1426
H -2.4571 -1.9854 -5.5898
*
```

- molar mass (g mol⁻¹) = 796.1
- relative energy (zero: lowest compared OMol25 entry of this formula, charge and spin) (kJ/mol) = 0.0
- strongest force on any atom (eV/A) = 0.53
- E_LUMO (eV) = 2.4



Density functional theory data (the ωB97M-V functional and the def2-TZVPD basis) for 2 unconnected molecules or ions with the total composition C31H46F13N3O7PS at a distorted geometry.

ORCA input file:
```
! RIJCOSX wB97M-V def2-TZVPD def2/J DEFGRID3
* xyz 1 1
C -2.0855 5.9527 0.9902
C -0.7072 5.3951 0.6535
C -0.6707 3.8820 0.7983
C 0.7094 3.2802 0.4741
C 0.5439 2.0353 -0.4076
C 1.8090 1.1621 -0.4762
C 1.5187 -0.3469 -0.4082
C 2.2352 -0.9901 0.7908
C 3.7379 -0.6975 0.8200
C 4.1281 0.1917 1.9861
C 4.8740 1.3585 1.7585
C 5.2215 2.2015 2.8195
C 4.8302 1.8908 4.1172
C 4.1052 0.7114 4.3737
C 3.6889 0.3907 5.7827
C 3.7668 -0.1207 3.3026
N 1.8756 -2.4221 0.8270
O 2.8290 -3.2675 1.3924
C 1.1889 -2.9874 -0.2045
N 0.4225 -4.0418 0.0302
C 0.1677 -4.5545 1.3784
C -0.5406 -3.5746 2.3224
C -1.7497 -2.8446 1.7815
F -1.4720 -2.1747 0.6353
F -2.0913 -1.9051 2.7054
C -3.0047 -3.7135 1.5907
F -3.3864 -4.1720 2.7834
F -2.6526 -4.7930 0.8468
C -4.1694 -2.9889 0.8314
F -3.8993 -3.1634 -0.4818
F -4.1662 -1.6805 1.0481
C -5.5730 -3.6412 1.0693
F -6.2855 -3.4458 -0.0380
F -5.4258 -4.9520 1.2259
S -6.5830 -2.9114 2.5081
F -5.2452 -2.4415 3.2117
F -6.6709 -1.5546 1.7174
F -7.9181 -3.4016 1.8258
F -6.5133 -4.2719 3.3067
F -7.3988 -2.2727 3.6790
C -0.2154 -4.7427 -1.0768
C 0.7293 -5.5700 -1.9424
O 0.2782 -6.3188 -2.7225
O 2.0409 -5.3761 -1.7414
N 1.2606 -2.5106 -1.4690
C 1.9590 -1.1881 -1.6133
P 1.5562 -0.6010 -3.3329
C 3.0790 0.3444 -3.7297
O 0.3827 0.5204 -3.0797
H -2.0861 7.0360 1.0287
H -2.8124 5.6052 0.2587
H -2.4082 5.5656 1.9548
H -0.4475 5.6320 -0.3766
H 0.0251 5.8307 1.3328
H -1.0123 3.5814 1.7880
H -1.3911 3.4667 0.0906
H 1.2245 3.0230 1.3981
H 1.2697 4.0404 -0.0670
H 0.2721 2.3945 -1.3953
H -0.3006 1.4744 -0.0063
H 2.3576 1.4135 -1.3796
H 2.4303 1.4734 0.3590
H 0.4414 -0.4310 -0.2798
H 1.7916 -0.5264 1.6721
H 4.0615 -0.1741 -0.0753
H 4.3433 -1.5978 0.8902
H 5.1846 1.6111 0.7537
H 5.7891 3.0947 2.6104
H 5.0791 2.5488 4.9360
H 2.9508 1.1225 6.1094
H 3.2185 -0.5828 5.8665
H 4.5353 0.4842 6.4557
H 3.2093 -1.0283 3.5031
H 2.5504 -3.4703 2.2973
H -0.4032 -5.4684 1.3045
H 1.1102 -4.8435 1.8336
H 0.1381 -2.7983 2.6630
H -0.8451 -4.1155 3.2142
H -0.9590 -5.4337 -0.7080
H -0.7367 -4.0500 -1.7325
H 2.4849 -6.2286 -1.6378
H 0.3227 -2.3795 -1.8467
H 3.0284 -1.3831 -1.6045
H 3.6708 -0.3315 -4.3413
H 2.8279 1.2268 -4.3074
H 3.6805 0.5977 -2.8603
H -0.1598 0.5688 -3.8740
C -3.9692 4.4111 -4.9437
C -3.2592 3.0974 -4.7043
O -1.9142 3.1224 -5.2155
C -1.0180 3.7193 -4.4347
O -1.2222 4.1927 -3.3472
O 0.1620 3.6860 -5.0563
C 1.2217 4.3292 -4.3429
H -3.9307 4.6765 -6.0003
H -5.0125 4.3367 -4.6388
H -3.5012 5.2163 -4.3786
H -3.7535 2.2915 -5.2436
H -3.2472 2.8366 -3.6462
H 1.2978 3.9424 -3.3279
H 1.0627 5.4055 -4.3190
H 2.1343 4.1094 -4.8892
*
```

- molar mass (g mol⁻¹) = 882.7
- strongest force on any atom (eV/A) = 2.06
- E_LUMO (eV) = -2.9



Density functional theory data (the ωB97M-V functional and the def2-TZVPD basis) for a molecular structure, C31H46NO2Ti at a distorted geometry.

ORCA input file:
```
! RIJCOSX wB97M-V def2-TZVPD def2/J DEFGRID3
* xyz 0 2
O -0.6344 0.7197 -2.7675
C 0.4438 1.0266 -3.6609
C -0.3560 2.1232 -4.3979
H 0.6233 0.1135 -4.2293
H 1.3561 1.3370 -3.1331
C -1.3668 1.9226 -3.2343
H -1.0220 1.8705 -5.2312
H 0.1953 3.0527 -4.5332
C -2.8119 1.4866 -3.5043
H -2.8089 0.4986 -3.9774
H -3.3528 2.1883 -4.1646
H -3.3404 1.4209 -2.5312
C -1.3170 3.1835 -2.4039
H -0.2977 3.5717 -2.3063
H -1.7198 3.0885 -1.3872
H -1.8961 3.9922 -2.9018
Ti -0.2962 0.7737 1.6239
C 0.5597 2.7923 2.4386
C 1.6245 1.8314 2.4143
C 1.8356 1.4367 1.0499
H 2.2202 1.5091 3.2674
C 0.8721 2.1256 0.2330
C 0.1184 2.9964 1.0963
H -0.5985 3.7493 0.7841
H 0.2192 3.3506 3.3104
H 2.6485 0.8060 0.6999
H 0.7859 2.0605 -0.8514
C -2.3196 0.4033 2.8066
C -2.3530 1.6883 2.1927
C -2.2836 1.4993 0.7725
H -2.4967 2.6263 2.7264
C -2.1433 0.0978 0.5095
C -2.2019 -0.5783 1.7803
H -2.2655 -1.6539 1.9217
H -2.4639 0.2089 3.8689
H -2.4376 2.2539 0.0081
H -2.0907 -0.3695 -0.4761
O 0.0372 -0.3066 -5.6349
C -0.4365 0.5490 -6.7602
C -0.0121 -0.0699 -8.0699
H 0.0051 1.5673 -6.7272
H -1.5410 0.5861 -6.6806
C 0.9828 -1.1606 -7.6957
H 0.4013 0.7071 -8.7129
H -0.8940 -0.4596 -8.5678
C 0.8502 -1.3851 -6.1719
H 1.9991 -0.8528 -7.9500
H 0.8114 -2.0934 -8.2208
H 1.8249 -1.3678 -5.6610
H 0.3127 -2.3029 -5.9400
C 1.4365 -3.7854 6.3643
C 1.0549 -2.4737 5.7251
C 0.7928 -1.3593 6.5214
C 0.4090 -0.1417 5.9512
C 0.1429 1.0336 6.8549
C 0.2796 -0.0551 4.5715
C 0.5961 -1.1502 3.7166
C 0.9717 -2.3620 4.3340
N 0.5135 -0.9740 2.3322
C 0.9209 -2.0115 1.3557
C 2.3942 -2.3440 1.5747
C 0.0104 -3.2178 1.4776
C 0.7886 -1.5139 -0.0871
H 2.3953 -3.6989 6.8901
H 0.6850 -4.0861 7.1047
H 1.5210 -4.5742 5.6149
H 0.8790 -1.4444 7.6018
H -0.6810 0.8172 7.5460
H 1.0236 1.2546 7.4704
H -0.1115 1.9251 6.2800
H -0.0829 0.9022 4.1528
H 1.1922 -3.2415 3.7250
H 2.6014 -2.6950 2.5896
H 2.6749 -3.1328 0.8629
H 3.0146 -1.4494 1.4048
H -0.9640 -3.0172 0.9931
H 0.4821 -4.0731 0.9619
H -0.2031 -3.4967 2.5193
H -0.2444 -1.2548 -0.3584
H 1.4454 -0.6639 -0.3136
H 1.0923 -2.3305 -0.7570
*
```

- molar mass (g mol⁻¹) = 512.6
- relative energy (zero: lowest compared OMol25 entry of this formula, charge and spin) (kJ/mol) = 110.0
- strongest force on any atom (eV/A) = 4.39
- E_LUMO (spin up / spin down) (eV) = 0.6 / 0.6



molar mass of number 4 (C31H46F13N3O7PS)? 882.7 g mol⁻¹